Record 1
C8H12N4O3 | ωB97M-V/def2-TZVPD

Its total energy is -756.776913 a.u. The value obtained for the energy above the lowest of the compared OMol25 structures with the same formula, charge and spin is 1.770 eV. As for the spin multiplicity: 1. The value obtained for the LUMO energy is 0.590 eV.

Each line ends with the Mulliken charge.
Positions of all 27 atoms, in Å:
C (-2.448, 0.828, -0.752)  -0.454
C (-2.681, -0.401, 0.221)  0.344
C (-0.207, -0.872, 0.060)  0.239
C (0.623, -2.177, 0.088)  0.081
C (0.397, 0.246, 0.913)  -0.351
C (1.430, 1.024, 0.076)  0.269
C (2.828, 1.007, 0.254)  -0.645
C (2.200, 2.158, -1.541)  -0.286
H (-2.417, 2.927, -0.082)  0.229
H (-3.298, 1.691, 0.742)  0.277
H (-1.484, 0.814, -1.311)  0.302
H (-3.314, 0.751, -1.387)  0.400
H (-1.631, -1.770, 1.466)  0.200
H (-0.349, -0.719, -1.037)  0.286
H (-0.380, 0.954, 1.340)  0.386
H (0.997, -0.319, 1.774)  0.256
H (3.374, 0.593, 1.126)  0.348
H (2.454, 2.635, -2.495)  0.390
H (4.262, 1.789, -1.091)  0.287
H (0.923, -3.780, 1.042)  0.364
N (-2.407, 1.921, 0.297)  -0.580
N (-1.583, -1.170, 0.670)  -0.179
N (1.062, 1.714, -1.108)  -0.394
N (3.280, 1.853, -0.716)  -0.157
O (-3.806, -0.573, 0.673)  -0.653
O (1.550, -2.323, -0.640)  -0.505
O (0.451, -2.938, 1.218)  -0.458

***

Record 2
C8H12N5O2 | ωB97M-V/def2-TZVPD

Its total energy is -735.973518 a.u. The net charge is +1. The value obtained for the energy above the lowest of the compared OMol25 structures with the same formula, charge and spin is 3.165 eV. As for the spin multiplicity: 1. The value obtained for the LUMO energy is -3.868 eV.

Each line ends with the Mulliken charge.
Positions of all 27 atoms, in Å:
C (-0.870, -1.737, 0.305)  -0.580
C (0.604, -0.155, 1.432)  -0.456
C (0.018, -2.720, 0.656)  -0.720
C (-0.584, -0.440, 0.721)  0.695
C (1.498, -1.232, 1.610)  0.327
C (-1.276, 2.171, -1.921)  0.384
C (-1.419, 0.693, 0.308)  0.952
C (3.601, -2.030, 2.380)  -0.621
N (1.150, -2.435, 1.333)  -0.419
N (-0.884, 0.992, -1.795)  -0.448
N (-1.503, 2.731, -0.554)  -0.581
N (-1.283, 3.050, -2.889)  -0.378
N (-2.767, 0.509, 0.278)  -0.417
O (-0.785, 1.900, 0.320)  -0.167
O (2.766, -0.963, 2.052)  -0.351
H (-1.848, -1.906, -0.204)  0.432
H (0.913, 0.751, 1.853)  0.562
H (-0.274, -3.775, 0.626)  0.374
H (4.105, -2.375, 1.428)  0.269
H (3.073, -2.987, 2.846)  0.284
H (4.408, -1.704, 3.092)  0.252
H (-0.483, 0.374, -2.525)  0.234
H (-1.089, 3.614, -0.403)  0.319
H (-1.537, 2.725, -3.788)  0.283
H (-1.553, 3.990, -2.677)  0.227
H (-2.999, -0.407, 0.610)  0.226
H (-3.357, 1.391, 0.358)  0.317

***

Record 3
C8H12N5O5P | ωB97M-V/def2-TZVPD

Its total energy is -1303.358368 a.u. The value obtained for the energy above the lowest of the compared OMol25 structures with the same formula, charge and spin is 1.981 eV. As for the spin multiplicity: 1. The value obtained for the LUMO energy is -1.439 eV.

Each line ends with the Mulliken charge.
Positions of all 31 atoms, in Å:
O (-0.203, -5.702, 0.750)  -0.575
O (1.753, 4.546, -2.365)  -0.661
N (1.718, -3.390, 0.967)  -0.645
N (-1.929, -4.286, 0.276)  -0.459
N (-1.444, -1.930, 0.720)  -0.688
O (0.507, 2.221, -0.035)  -0.283
O (-0.322, 5.884, -1.789)  -0.469
O (1.551, 5.176, -0.202)  -0.480
C (-0.570, -4.500, 0.656)  0.080
C (0.414, -3.494, 0.865)  0.712
C (-2.278, -3.091, 0.358)  0.305
C (-0.140, -2.198, 0.813)  0.683
N (-3.617, -2.960, -0.115)  -0.424
N (0.861, -1.298, 1.027)  0.290
C (2.048, -1.998, 1.300)  -0.392
C (0.239, 0.761, -0.259)  -0.507
C (0.781, 0.156, 1.048)  -0.973
C (-0.213, 2.962, -1.061)  -0.513
P (0.632, 4.670, -1.402)  0.815
H (0.345, 6.382, -2.202)  0.330
H (2.072, 4.419, -0.058)  0.328
H (-3.870, -2.046, -0.421)  0.225
H (-3.946, -3.871, -0.500)  0.288
H (2.278, -2.200, 2.381)  0.295
H (2.899, -1.720, 0.643)  0.387
H (-0.790, 0.507, -0.436)  0.491
H (0.836, 0.445, -1.077)  0.385
H (0.133, 0.563, 1.807)  0.218
H (1.733, 0.537, 1.156)  0.501
H (-1.273, 3.095, -0.830)  0.374
H (-0.206, 2.358, -2.015)  0.364

***

Record 4
C8H12O | ωB97M-V/def2-TZVPD

Its total energy is -386.936515 a.u. The value obtained for the energy above the lowest of the compared OMol25 structures with the same formula, charge and spin is 8.883 eV. As for the spin multiplicity: 1. The value obtained for the LUMO energy is 0.065 eV.

Each line ends with the Mulliken charge.
Positions of all 21 atoms, in Å:
C (-2.036, 0.513, 0.609)  -1.107
C (-1.100, -0.321, -0.120)  0.781
C (-1.361, -1.880, -0.201)  -0.847
C (0.246, 0.083, -0.288)  0.532
C (1.320, -0.663, -0.664)  -0.772
C (2.349, -1.078, 0.193)  0.303
C (0.871, 1.356, 0.008)  -0.469
C (0.582, 2.776, -0.352)  -0.898
H (-1.442, 1.220, 1.549)  0.260
H (-2.511, -0.118, 1.342)  0.380
H (-2.990, 1.277, 0.090)  0.195
H (-0.292, -2.789, -0.329)  0.326
H (-2.150, -2.102, -1.143)  0.221
H (-2.155, -1.959, 0.808)  0.201
H (1.838, 0.066, -1.429)  0.358
H (0.941, -1.751, -0.922)  0.117
H (2.089, -2.205, 0.473)  0.180
H (1.817, 1.145, 0.751)  0.173
H (-0.415, 3.174, -0.820)  0.189
H (1.068, 3.631, -0.124)  0.395
O (3.330, -0.373, 0.568)  -0.517

***

Record 5
C8H12O | ωB97M-V/def2-TZVPD

Its total energy is -387.042732 a.u. The value obtained for the energy above the lowest of the compared OMol25 structures with the same formula, charge and spin is 5.993 eV. As for the spin multiplicity: 1. The value obtained for the LUMO energy is 0.937 eV.

Each line ends with the Mulliken charge.
Positions of all 21 atoms, in Å:
C (-1.974, 1.178, -1.220)  -1.381
C (-0.756, 0.976, -0.308)  -0.210
C (-0.931, -0.272, 0.675)  -0.248
C (1.051, 0.552, 0.981)  0.571
C (2.243, 1.181, 1.374)  -1.200
C (0.668, 0.186, -0.611)  -0.297
C (-0.131, -1.010, -0.416)  0.548
C (0.660, -2.202, -0.057)  -1.448
H (-2.499, -0.068, -1.440)  0.168
H (-1.645, 1.635, -2.046)  0.403
H (-2.782, 1.715, -0.598)  0.365
H (-0.914, 1.862, 0.202)  0.587
H (-1.942, -0.410, 1.246)  0.324
H (2.511, 1.577, 2.485)  0.187
H (2.822, 1.684, 0.723)  0.347
H (1.448, 0.278, -1.423)  0.463
H (-0.748, -1.217, -1.341)  0.269
H (1.597, -2.109, 0.671)  0.235
H (1.263, -2.581, -0.966)  0.362
H (-0.120, -2.911, 0.443)  0.299
O (0.180, -0.044, 1.627)  -0.343

***

Record 6
C8H12O2 | ωB97M-V/def2-TZVPD

Its total energy is -462.408135 a.u. The value obtained for the energy above the lowest of the compared OMol25 structures with the same formula, charge and spin is 2.672 eV. As for the spin multiplicity: 1. The value obtained for the LUMO energy is 0.590 eV.

Each line ends with the Mulliken charge.
Positions of all 22 atoms, in Å:
C (0.224, 2.315, 2.751)  -0.552
O (0.783, 1.073, 3.043)  -0.472
H (0.409, 0.534, 3.766)  0.284
H (1.176, 3.038, 2.812)  0.205
H (-0.353, 2.702, 3.681)  0.277
H (-0.224, 2.337, 1.851)  0.269
C (-1.844, -0.900, -2.851)  -1.422
C (1.255, -0.554, 0.101)  0.153
C (1.438, -0.383, -1.289)  -0.561
C (-0.053, -0.988, 0.610)  -0.060
C (0.393, -0.541, -2.134)  -0.564
C (-1.220, -0.996, -0.325)  -0.742
C (-0.916, -0.739, -1.643)  0.971
O (2.302, -0.563, 0.919)  -0.604
H (1.954, 0.225, 1.639)  0.401
H (2.339, -0.354, -1.844)  0.363
H (-0.049, -1.256, 1.659)  0.373
H (0.598, -0.849, -3.191)  0.255
H (-2.230, -1.050, -0.057)  0.409
H (-1.499, -0.272, -3.663)  0.359
H (-2.917, -0.858, -2.568)  0.353
H (-1.567, -1.920, -3.267)  0.305

***

Record 7
C8H12O2 | ωB97M-V/def2-TZVPD

Its total energy is -462.446025 a.u. The value obtained for the energy above the lowest of the compared OMol25 structures with the same formula, charge and spin is 1.641 eV. As for the spin multiplicity: 1. The value obtained for the LUMO energy is 0.839 eV.

Each line ends with the Mulliken charge.
Positions of all 22 atoms, in Å:
C (2.305, -1.355, 0.721)  -1.377
C (-1.180, -0.878, -0.480)  -0.659
C (-1.902, -0.820, 0.735)  0.465
C (0.160, -1.063, -0.436)  -0.430
C (0.812, -1.153, 0.799)  0.869
C (-1.218, -0.957, 2.014)  -0.378
C (0.139, -1.234, 1.961)  -0.558
O (-3.142, -0.355, 0.764)  -0.497
H (-1.725, -0.712, -1.392)  0.348
H (0.917, -0.999, -1.231)  0.312
H (-1.929, -1.100, 2.943)  0.252
H (-3.741, -1.013, 0.463)  0.340
H (2.577, -0.573, -0.023)  0.334
H (2.599, -2.345, 0.298)  0.279
H (0.624, -1.259, 2.895)  0.372
H (2.892, -1.130, 1.642)  0.337
C (0.533, 3.033, -2.137)  -0.575
O (-0.439, 2.116, -1.871)  -0.439
H (-0.397, 1.978, -0.911)  0.296
H (0.344, 3.952, -1.488)  0.262
H (0.266, 3.291, -3.135)  0.209
H (1.506, 2.574, -2.131)  0.240

***

Record 8
C8H12O2 | ωB97M-V/def2-TZVPD

Its total energy is -462.379226 a.u. The value obtained for the energy above the lowest of the compared OMol25 structures with the same formula, charge and spin is 3.458 eV. As for the spin multiplicity: 1. The value obtained for the LUMO energy is 0.834 eV.

Each line ends with the Mulliken charge.
Positions of all 22 atoms, in Å:
C (0.569, 2.765, 0.792)  -1.164
C (-0.243, 1.875, 0.260)  0.516
C (1.190, -1.657, 0.785)  -0.884
C (0.258, -2.330, -0.182)  -0.446
C (1.205, -0.160, 0.725)  0.000
C (0.499, -2.643, -1.441)  -0.172
C (0.203, 0.542, -0.188)  0.399
C (-1.751, 2.334, -0.012)  -1.130
O (1.554, 0.441, -0.496)  -0.485
O (1.443, -2.117, -2.304)  -0.489
H (0.020, 3.673, 1.165)  0.258
H (1.596, 2.457, 1.024)  0.285
H (0.744, -1.974, 1.772)  0.314
H (2.159, -2.163, 0.631)  0.358
H (-0.678, -2.656, 0.323)  0.274
H (-0.565, -0.039, -0.652)  0.500
H (1.688, 0.302, 1.651)  0.265
H (-0.216, -3.262, -2.055)  0.340
H (-1.791, 3.533, 0.074)  0.323
H (-2.067, 1.974, -0.982)  0.339
H (-2.518, 1.928, 0.736)  0.256
H (2.187, -1.851, -1.741)  0.341

***

Record 9
C8H12O2Si | ωB97M-V/def2-TZVPD

Its total energy is -751.929594 a.u. The value obtained for the energy above the lowest of the compared OMol25 structures with the same formula, charge and spin is 0.000 eV. As for the spin multiplicity: 1. The value obtained for the LUMO energy is 0.115 eV.

Each line ends with the Mulliken charge.
Positions of all 23 atoms, in Å:
C (1.580, 0.873, -0.755)  0.323
C (0.909, 0.156, 0.199)  0.154
C (2.851, 0.713, 0.096)  0.389
C (2.114, -0.336, 0.907)  0.245
C (1.421, 1.898, -1.814)  -1.182
C (-1.417, -0.085, 2.153)  -0.959
C (-1.048, -2.373, 0.181)  -1.080
C (-1.944, 0.285, -1.146)  -1.101
O (3.808, 1.389, 0.352)  -0.577
O (2.444, -1.135, 1.711)  -0.554
Si (-0.995, -0.503, 0.349)  0.582
H (1.658, 1.411, -2.758)  0.328
H (1.967, 2.859, -1.531)  0.301
H (0.434, 2.127, -1.884)  0.368
H (-1.402, 1.059, 2.304)  0.288
H (-2.327, -0.710, 2.488)  0.289
H (-0.521, -0.426, 2.890)  0.288
H (-1.932, -2.845, 0.701)  0.321
H (-1.172, -2.837, -0.845)  0.331
H (-0.047, -2.885, 0.383)  0.312
H (-3.008, 0.347, -0.771)  0.309
H (-1.668, 1.321, -1.265)  0.295
H (-1.706, -0.302, -1.947)  0.330

***

Record 10
C8H13AlClF4NO3P2 | ωB97M-V/def2-TZVPD

Its total energy is -2377.886268 a.u. As for the spin multiplicity: 1. The value obtained for the LUMO energy is -3.072 eV.

Each line ends with the Mulliken charge.
Positions of all 33 atoms, in Å:
C (-1.318, -2.204, -2.078)  -0.863
C (-0.139, -1.487, -2.981)  -0.506
C (1.233, -1.138, -2.151)  -0.262
Cl (2.323, 0.072, -3.108)  -0.148
C (0.857, -0.607, -0.640)  0.390
C (1.274, -1.496, 0.697)  -0.322
C (0.831, -0.876, 2.167)  -0.332
C (0.000, 0.576, 2.195)  -0.192
N (-0.354, 1.351, 0.927)  -0.051
C (0.062, 0.819, -0.460)  0.079
P (-0.433, 1.982, -1.942)  -0.138
P (0.820, 3.780, -1.581)  0.892
O (0.000, 4.723, -0.612)  -0.609
O (1.378, 4.534, -3.049)  -0.498
O (2.214, 3.214, -0.666)  -0.487
H (-2.247, -2.345, -2.813)  0.321
H (-0.998, -3.274, -1.705)  0.277
H (-1.721, -1.526, -1.196)  0.226
H (-0.481, -0.493, -3.513)  0.253
H (0.132, -2.267, -3.841)  0.334
H (1.860, -2.139, -2.036)  0.403
H (1.841, -2.522, 0.566)  0.313
H (1.079, -1.494, 3.132)  0.317
H (-0.379, 1.066, 3.213)  0.391
H (-0.875, 2.274, 1.022)  0.333
H (-1.835, 2.305, -1.800)  0.162
H (0.573, 4.872, -3.541)  0.358
H (3.071, 3.372, -1.199)  0.328
F (-1.733, -2.741, 7.121)  -0.463
Al (-1.754, -2.214, 5.399)  0.911
F (-0.769, -3.353, 4.410)  -0.476
F (-1.063, -0.556, 5.270)  -0.466
F (-3.450, -2.207, 4.794)  -0.474

***

For the records above, the corresponding HOMO energy values read -8.716; -12.239; -9.499; -8.457; -8.045; -8.012; -8.477; -8.831; -8.983; -10.597 eV.